[1]
Formula: C39H80N3O11P4
Source: OMol25
Level of theory: wB97M-V/def2-TZVPD

Summary:
Kohn-Sham gap: 7.514 eV
E: -3891.20913 Eh
LUMO: -0.10917 Eh

Geometry as ORCA input:
```
! wB97M-V def2-TZVPD RIJCOSX def2/J DEFGRID3
* xyz 1 1
C 1.0625 2.3800 2.2829
C 0.1510 2.7129 1.0812
O -1.1353 2.1317 1.1503
C -1.1096 0.7192 1.0683
C -2.3597 0.1875 0.3794
C -2.7505 0.8808 -0.9422
C -1.5995 1.3253 -1.8448
C -1.0345 0.1213 -2.5824
N 0.0467 0.4772 -3.5132
C 0.5130 -0.5802 -4.2949
N -0.2732 -1.4555 -5.0223
C -1.0161 -0.9335 -6.1891
C -1.8372 0.3535 -6.0776
C -3.0886 0.3165 -5.2151
C -3.5127 1.5306 -4.6850
C -4.6413 1.6092 -3.8830
C -5.3566 0.4518 -3.6336
C -4.9617 -0.7590 -4.1668
C -3.8310 -0.8279 -4.9687
P -1.0367 -2.7705 -4.1106
C -0.8600 -4.2598 -5.2121
C -0.6411 -5.5689 -4.4346
C -0.0075 -3.1052 -2.6143
C -0.9296 -3.3956 -1.4013
N 1.8048 -0.7840 -4.2731
C 2.3638 -1.9091 -5.0354
C 2.4308 -1.6079 -6.5589
C 3.8668 -1.3012 -7.0574
C 3.9482 0.1492 -7.4456
O 4.1165 1.0479 -6.6500
O 3.7849 0.4060 -8.7553
P 2.8416 0.3599 -3.3158
C 4.5657 -0.2107 -3.5080
C 2.4794 0.1279 -1.5297
C 3.4552 1.0561 -0.7570
H 1.2896 3.2971 2.8216
H 0.6368 1.6212 2.9335
H 1.9992 1.9748 1.8971
H 0.0623 3.7860 0.9278
H 0.6470 2.3154 0.1801
H -1.1221 0.3297 2.0922
H -0.2031 0.3417 0.5742
H -3.1863 0.3558 1.0746
H -2.2629 -0.8973 0.2898
H -3.4099 1.7120 -0.6994
H -3.3621 0.1672 -1.5034
H -2.0227 2.0097 -2.5879
H -0.8327 1.8905 -1.3169
H -1.8609 -0.4415 -3.0273
H -0.6036 -0.5312 -1.8143
H -0.1319 1.3303 -4.0317
H -0.3110 -0.7983 -7.0117
H -1.6954 -1.7219 -6.5167
H -1.2339 1.2306 -5.8433
H -2.2091 0.5364 -7.0932
H -2.9574 2.4389 -4.8933
H -4.9211 2.5734 -3.4821
H -6.2310 0.4895 -2.9963
H -5.5143 -1.6672 -3.9698
H -3.5099 -1.7743 -5.3786
H 0.0494 -4.0771 -5.7982
H -1.6956 -4.3007 -5.9072
H -1.2732 -5.6059 -3.5473
H 0.3987 -5.6092 -4.1112
H -0.7852 -6.4235 -5.0908
H 0.6581 -3.9578 -2.7511
H 0.6388 -2.2649 -2.3566
H -1.9707 -3.4304 -1.7226
H -0.6621 -4.3460 -0.9463
H -0.8418 -2.6085 -0.6555
H 1.8152 -2.8266 -4.8374
H 3.3852 -2.1034 -4.7239
H 1.9210 -2.3645 -7.1485
H 1.8562 -0.6876 -6.6791
H 4.6443 -1.5210 -6.3322
H 4.0248 -1.8768 -7.9694
H 3.6772 1.3674 -8.8203
H 4.9567 -0.0207 -4.5046
H 4.6273 -1.2947 -3.3460
H 5.2275 0.2384 -2.7737
H 1.4745 0.4932 -1.3336
H 2.5632 -0.9129 -1.2104
H 2.8958 1.9028 -0.3658
H 3.9050 0.5198 0.0742
H 4.2300 1.4845 -1.3907
O -2.4595 -3.4835 1.6260
P -3.3696 -4.2498 2.5011
O -3.7774 -3.2933 3.7385
C -4.5875 -2.1353 3.4950
C -6.0331 -2.4859 3.1930
O -2.3584 -5.2702 3.2667
C -1.0076 -5.4588 2.8528
C -0.0653 -4.5917 3.6627
O -4.5925 -5.2516 2.4742
C -4.7906 -6.3561 3.3827
C -4.8928 -5.9762 4.8401
H -4.1547 -1.5501 2.6782
H -4.5350 -1.5309 4.3993
H -6.1226 -3.0120 2.2403
H -6.6368 -1.5798 3.1366
H -6.4428 -3.1394 3.9624
H -0.8975 -5.2717 1.7850
H -0.7733 -6.5123 3.0179
H -0.4005 -3.5545 3.6803
H 0.9452 -4.6290 3.2523
H -0.0304 -4.9341 4.6976
H -4.0231 -7.1098 3.2198
H -5.7325 -6.8056 3.0682
H -3.9486 -5.6037 5.2317
H -5.1710 -6.8574 5.4192
H -5.6443 -5.2025 4.9944
O 2.3413 4.5246 5.5942
P 3.5040 5.3541 6.0326
O 3.5161 5.1169 7.6475
C 3.9694 3.8660 8.1726
C 5.4745 3.6976 8.0621
O 2.7749 6.8221 5.9738
C 1.5774 7.0588 5.2375
C 0.3604 6.9687 6.1354
O 4.9592 5.9909 5.8855
C 5.3230 7.3472 6.2161
C 5.1008 7.7390 7.6568
H 3.4520 3.0458 7.6665
H 3.6718 3.8481 9.2202
H 5.7887 3.6175 7.0189
H 5.7924 2.7927 8.5808
H 5.9936 4.5546 8.4904
H 1.4965 6.3753 4.3934
H 1.6572 8.0672 4.8254
H 0.3665 6.0476 6.7173
H -0.5583 7.0081 5.5483
H 0.3525 7.7966 6.8459
H 4.8311 8.0383 5.5354
H 6.3895 7.4067 5.9955
H 4.0437 7.7840 7.9086
H 5.5282 8.7284 7.8261
H 5.5735 7.0304 8.3361
*
```


[2]
Formula: C39H80NO9
Source: OMol25
Level of theory: wB97M-V/def2-TZVPD

Summary:
Kohn-Sham gap: 2.944 eV
E: -2265.76857 Eh
LUMO: 0.06564 Eh

Geometry as ORCA input:
```
! wB97M-V def2-TZVPD RIJCOSX def2/J DEFGRID3
* xyz -1 1
C 5.9315 0.3946 0.2531
O 5.7119 0.7776 -1.0870
C 4.3159 0.9601 -1.3345
C 3.9220 0.3815 -2.6771
C 2.7649 1.1432 -3.3320
C 1.3913 0.6468 -2.9108
C 0.2710 1.5028 -3.5215
C -0.9845 1.6793 -2.6516
C -0.9903 3.0003 -1.8655
C -0.3617 2.7585 -0.4675
C -1.4450 2.1608 0.4286
C -1.0406 1.4917 1.7853
C 0.4207 1.2723 2.0488
C 0.6392 0.2026 3.1846
N -0.2738 -0.9191 3.2031
C 0.1215 -2.0394 2.4280
C 0.0139 -1.8968 0.8860
C -0.0577 -3.2175 0.1161
C -1.4689 -3.6589 -0.1765
O -2.2272 -3.7238 1.0193
C -3.3801 -4.5291 0.8277
H 5.6039 -0.6262 0.4388
H 6.9942 0.4677 0.4490
H 5.4201 1.0478 0.9555
H 4.0422 2.0102 -1.2402
H 3.7842 0.4335 -0.5587
H 3.6492 -0.6532 -2.5386
H 4.7827 0.4362 -3.3353
H 2.8984 2.2017 -3.1318
H 2.8855 1.0026 -4.4009
H 1.2867 0.6439 -1.8307
H 1.2964 -0.3816 -3.2374
H -0.0508 0.9635 -4.4090
H 0.6660 2.4474 -3.8753
H -1.1480 0.8172 -2.0143
H -1.8274 1.7059 -3.3386
H -2.0045 3.3467 -1.7641
H -0.3663 3.6901 -2.4205
H 0.4880 2.1212 -0.6375
H -0.0807 3.7309 -0.0823
H -2.0017 1.4165 -0.1343
H -2.1514 2.9530 0.6489
H -1.4209 2.1314 2.5777
H -1.5782 0.5609 1.8829
H 0.8655 2.1965 2.4167
H 0.9716 0.9319 1.1869
H 0.6633 0.6840 4.1513
H 1.6688 -0.1917 3.0051
H 1.1676 -2.3540 2.6906
H -0.5525 -2.8549 2.6885
H -0.8296 -1.2523 0.6688
H 0.8835 -1.3505 0.5596
H 0.4096 -3.0615 -0.8486
H 0.4940 -3.9891 0.6458
H -1.4269 -4.6638 -0.6019
H -1.9499 -2.9605 -0.8603
H -3.0729 -5.5595 0.9202
H -4.1315 -4.2632 1.5573
H -3.7803 -4.3570 -0.1691
C -1.4728 -8.0522 1.1375
C -1.7029 -8.0171 -0.3487
O -2.5070 -7.2562 -0.8337
C -0.8679 -8.9435 -1.1997
H -2.1349 -7.3334 1.6152
H -1.6767 -9.0466 1.5405
H -0.4378 -7.7659 1.3420
H -1.0577 -9.9810 -0.9191
H 0.1910 -8.7203 -1.0608
H -1.1270 -8.8052 -2.2470
C -4.9166 6.1977 -2.5499
C -3.9804 5.5710 -3.5565
O -2.9343 5.0738 -3.2184
C -4.4161 5.5952 -5.0016
H -4.4859 6.1119 -1.5551
H -5.0662 7.2528 -2.7846
H -5.8801 5.6859 -2.5660
H -4.5452 6.6219 -5.3390
H -5.3578 5.0597 -5.1179
H -3.6534 5.1126 -5.6104
C 4.0162 1.9302 6.7634
C 2.5937 2.0811 6.2670
O 2.3097 1.8928 5.1139
C 1.5517 2.4730 7.2884
H 4.6584 1.6447 5.9335
H 4.3692 2.8770 7.1787
H 4.0631 1.1547 7.5317
H 1.8015 3.4401 7.7295
H 1.4995 1.7216 8.0784
H 0.5824 2.5415 6.8008
C -2.1453 -1.7128 -7.7960
C -1.2095 -1.2585 -6.6989
O -0.5107 -0.2833 -6.8291
C -1.1882 -2.0775 -5.4311
H -2.0613 -1.0386 -8.6452
H -1.8837 -2.7227 -8.1159
H -3.1750 -1.7052 -7.4355
H -0.8866 -3.1032 -5.6504
H -2.1783 -2.0849 -4.9724
H -0.4790 -1.6425 -4.7305
C -6.5351 4.7977 -8.2525
C -6.3887 6.2916 -8.0930
O -6.3992 6.8146 -7.0048
C -6.2264 7.1017 -9.3567
H -6.6428 4.3368 -7.2740
H -7.4185 4.5702 -8.8512
H -5.6520 4.3856 -8.7431
H -7.0974 6.9687 -10.0002
H -5.3311 6.7832 -9.8927
H -6.1312 8.1541 -9.1015
C 3.5653 -6.4967 2.9722
C 2.0769 -6.6370 2.7726
O 1.6216 -7.3019 1.8699
C 1.1825 -5.9060 3.7406
H 4.0891 -7.0670 2.2088
H 3.8527 -5.4475 2.8924
H 3.8471 -6.8745 3.9564
H 1.3748 -4.8330 3.6898
H 1.3654 -6.2593 4.7573
H 0.1420 -6.0868 3.4828
C 4.5412 1.6233 11.3147
C 4.6236 2.9791 10.6555
O 3.6485 3.6794 10.5314
C 5.9787 3.4198 10.1562
H 3.5156 1.4339 11.6217
H 4.8502 0.8468 10.6132
H 5.1865 1.5941 12.1942
H 6.3473 2.7181 9.4062
H 6.6862 3.4682 10.9857
H 5.8935 4.4057 9.7059
*
```


> Which value of Kohn-Sham gap does entry 2 give?

2.944 eV


> Which of these has the highest Kohn-Sham gap?

C39H80N3O11P4


> What is the formula in the first record?

C39H80N3O11P4


> What is the E in the first record?

-3891.20913 Eh